Entry 1
The following is a quantum chemistry calculation of a gas-phase ion, C3H6ClN2O (charge +1), from OMol25.

Its orbital gap is 0.251 hartree. For the LUMO energy, the calculation gives -6.07 eV. The HOMO energy comes out at -12.89 eV.

ORCA input file:
```
! RIJCOSX wB97M-V def2-TZVPD def2/J DEFGRID3
* xyz 1 1
C -0.53059 0.09074 -0.42783
C 0.33021 0.54733 0.74126
C 1.53910 -0.28953 0.93790
N -0.35265 -1.11351 -0.87415
N -1.44220 0.93350 -0.92726
O 0.51462 -1.96079 -0.39934
Cl 1.88074 -1.02755 2.35143
H 0.64887 1.57639 0.53854
H -0.28724 0.54458 1.64267
H 2.30859 -0.28229 0.16752
H -0.90003 -1.48616 -1.65205
H -1.55744 1.85055 -0.53197
H -2.15199 0.61672 -1.56673
*
```


Entry 2
The following is a quantum chemistry calculation of 2 unconnected molecules or ions with the total composition C3H6ClN2O, from OMol25.

Its orbital gap (spin up / spin down) is 0.280 / 0.280 hartree. For the LUMO energy (spin up / spin down), the calculation gives -5.44 / -5.44 eV. The HOMO energy (spin up / spin down) comes out at -13.06 / -13.06 eV.

ORCA input file:
```
! RIJCOSX wB97M-V def2-TZVPD def2/J DEFGRID3
* xyz 1 1
C 0.74740 1.11974 -0.23042
C 2.38843 0.33782 1.45125
C -1.66354 -1.26000 -1.00734
N 1.87864 0.69881 0.44539
N -0.61836 -0.12971 0.66951
O -1.70847 -0.26793 0.03044
Cl 3.57112 -0.10401 2.37201
H 0.71281 1.18588 -1.35646
H 0.41800 2.14323 0.02723
H -0.64921 -1.44825 -1.21307
H -2.13128 -0.57405 -1.78918
H -2.16356 -2.16912 -0.88637
H -0.78197 0.46760 1.48700
*
```


Tell me which of them is the most stable. Sure, it is entry 1.


Entry 1
The following is a quantum chemistry calculation of a single C5H13N3 molecule, from OMol25.

Its orbital gap is 0.273 hartree. For the LUMO energy, the calculation gives 0.86 eV. The HOMO energy comes out at -6.58 eV.

ORCA input file:
```
! RIJCOSX wB97M-V def2-TZVPD def2/J DEFGRID3
* xyz 0 1
C -1.65274 -0.21213 -1.10435
C -1.29162 1.33331 0.69855
C 2.74679 0.76195 -0.24368
N -0.97901 0.00103 0.18450
C 0.53293 -0.17817 -0.01743
C 1.26787 0.90802 -0.01612
N -1.50902 -0.98628 1.08327
N 0.70206 -1.64029 -0.16576
H -1.21819 -0.73225 2.03436
H -1.00628 -1.85057 0.83633
H 1.08322 -1.84146 -1.08727
H 1.38128 -1.97673 0.50615
H -2.73325 -0.12552 -0.98125
H -1.40732 -1.21489 -1.45295
H -1.28535 0.51997 -1.81871
H 3.13634 -0.27224 -0.24794
H -0.85288 2.06437 0.02852
H -0.82161 1.45826 1.66947
H -2.36911 1.44519 0.78137
H 3.28750 1.32430 0.52407
H 2.98840 1.21413 -1.21113
*
```


Entry 2
The following is a quantum chemistry calculation of a molecular structure, C5H13N3, from OMol25.

Its orbital gap is 0.311 hartree. For the LUMO energy, the calculation gives -0.20 eV. The HOMO energy comes out at -8.67 eV.

ORCA input file:
```
! RIJCOSX wB97M-V def2-TZVPD def2/J DEFGRID3
* xyz 0 1
C -1.33556 -0.78437 -1.28903
C -1.46289 -0.66366 0.24883
C -1.47451 0.78459 0.72837
C -0.10468 1.48211 0.53057
N 0.86518 0.68764 1.21820
C 1.57056 -0.06302 0.07192
N 1.85189 -1.43828 0.54629
N 1.75911 0.16092 -1.26215
H -1.28772 -1.81281 -1.59983
H -2.23900 -0.31954 -1.81116
H -0.37113 -0.37045 -1.65884
H -2.35939 -1.23162 0.66272
H -0.50390 -1.11688 0.64575
H -1.72447 0.80753 1.76328
H -2.27847 1.31046 0.24516
H 0.04064 1.61280 -0.57041
H -0.18873 2.50884 0.99753
H 1.94078 0.91922 0.63322
H 2.30607 -1.36350 1.47102
H 2.43079 -1.86656 -0.18768
H 2.56542 0.75661 -1.38376
*
```


Entry 3
The following is a quantum chemistry calculation of a single C5H13N3 molecule, from OMol25.

Its orbital gap is 0.301 hartree. For the LUMO energy, the calculation gives 0.91 eV. The HOMO energy comes out at -7.28 eV.

ORCA input file:
```
! RIJCOSX wB97M-V def2-TZVPD def2/J DEFGRID3
* xyz 0 1
C 0.27887 0.73436 0.64274
C -0.85726 1.49308 1.31074
C 1.60392 1.44911 0.85928
C 0.12999 -0.01395 -0.52714
C -0.71073 -1.21587 -0.30209
N 0.80557 0.14390 -1.71469
N 0.00720 -2.42009 0.09160
N -1.43459 -1.62047 -1.47773
H -0.95518 -0.69951 0.85536
H 1.02155 1.09577 -1.98007
H 0.45437 -0.47908 -2.44074
H -1.70935 -2.58951 -1.35247
H -2.26831 -1.05746 -1.60150
H 0.75410 -2.56238 -0.58851
H 0.46422 -2.25781 0.98298
H -1.83290 1.05751 1.09049
H 2.44429 0.90015 0.42665
H -0.87322 2.54252 0.98958
H -0.72507 1.47570 2.39692
H 1.78828 1.57536 1.93086
H 1.61424 2.44866 0.40774
*
```


Tell me which of them is the most stable. Sure, it is entry 3.


Entry 1
The following is a quantum chemistry calculation of 2 unconnected molecules or ions with the total composition C3H6FN, from OMol25.

Its orbital gap is 0.387 hartree. For the LUMO energy, the calculation gives 0.90 eV. The HOMO energy comes out at -9.63 eV.

ORCA input file:
```
! RIJCOSX wB97M-V def2-TZVPD def2/J DEFGRID3
* xyz 0 1
C 1.02459 0.67194 0.13089
C -0.30826 0.35551 -0.43950
C -1.67247 0.28423 0.28211
H 0.98713 1.35943 1.43133
H 1.23620 1.61046 -0.66902
H -0.41951 1.21039 -1.40145
H -2.59081 0.64768 -0.38007
H -1.65136 0.46978 1.48131
H -0.26807 -1.15517 0.79585
N -0.99375 -1.01683 -0.18986
F 1.71106 -0.54387 0.02557
*
```


Entry 2
The following is a quantum chemistry calculation of 2 unconnected molecules or ions with the total composition C3H6FN, from OMol25.

Its orbital gap is 0.395 hartree. For the LUMO energy, the calculation gives 1.01 eV. The HOMO energy comes out at -9.74 eV.

ORCA input file:
```
! RIJCOSX wB97M-V def2-TZVPD def2/J DEFGRID3
* xyz 0 1
C -0.96174 -0.54869 -0.52712
C -1.13256 -1.61674 -0.04431
C -1.10556 0.82469 -0.84322
N 2.35781 -0.52262 -0.37332
F 2.55805 0.61760 0.27424
H 3.22539 -0.59397 -0.87729
H -0.82882 -2.58830 0.07977
H 2.53460 -1.28938 0.38503
H -1.95620 1.31947 -0.33819
H -1.35995 0.82663 -1.88400
H -0.16604 1.33024 -0.58450
*
```


Tell me which of them is the most stable. Sure, it is entry 2.